Record 1
{
  "formula": "C6H6CsMgO2",
  "method": "ωB97M-V/def2-TZVPD",
  "elements": ["Cs", "Mg", "O", "O", "C", "C", "C", "C", "C", "C", "H", "H", "H", "H", "H", "H"],
  "coordinates": [[-5.1457, 0.4318, 2.6953], [-1.3927, -1.7632, -0.6491], [1.3611, 0.6557, 2.3797], [-1.7420, -0.0371, 0.1552], [-0.0726, 1.5205, -0.5533], [1.0657, -0.8165, -0.7761], [1.1737, -2.0099, -0.1666], [-1.3321, 1.1184, -0.3493], [1.2317, 0.6170, 1.2696], [1.1345, 0.5666, -0.1710], [2.0682, 1.0494, -0.5164], [-2.0058, 1.9187, -0.7666], [0.1760, 2.5442, -0.8189], [1.3557, -2.1170, 0.9073], [0.9323, -0.7630, -1.8611], [1.1920, -2.9158, -0.7788]],
  "forces_ev_per_angstrom": [[-0.3768, 0.1680, 0.2616], [0.3299, 1.1896, 0.5669], [-0.3375, 0.1479, -0.6933], [-0.0372, -1.0706, -0.6230], [1.3752, -0.8179, 0.9953], [-0.3891, -0.1024, -0.1473], [-0.3641, -0.1134, -0.0165], [-0.1513, 1.4443, -1.1898], [0.4975, -0.2765, 0.6548], [-0.5816, 0.9443, -0.3899], [-0.0778, -0.0485, 0.0161], [-0.3192, -1.2192, 0.8237], [-0.0159, -0.3193, -0.2008], [-0.0391, -0.0617, -0.2704], [0.2832, 0.0669, 0.0683], [0.2038, 0.0685, 0.1443]],
  "mulliken_charge": [1.0117, 1.2486, 0.0073, -0.7094, -0.6770, -0.6175, -1.0323, 0.1236, 0.2391, 0.7127, 0.4192, 0.4387, 0.4344, 0.3037, 0.5780, 0.5190],
  "multiplicity": 1,
  "charge": 3,
  "e_tot_ev": -16376.997,
  "largest_force_ha_per_bohr": 0.0366,
  "lumo_energy_ev": -12.957
}

=====

Record 2
{
  "formula": "C6H6CuO4",
  "method": "ωB97M-V/def2-TZVPD",
  "elements": ["Cu", "O", "O", "O", "O", "C", "C", "C", "C", "C", "C", "H", "H", "H", "H", "H", "H"],
  "coordinates": [[-1.6467, 1.1431, -0.2871], [-1.5591, 2.4475, -3.0515], [-1.0056, -3.6386, -3.4459], [0.0370, 0.0434, -0.0084], [-4.2012, -0.2358, 0.5751], [1.0246, 0.0994, 0.7872], [-1.7796, 1.7036, -2.1991], [-1.7136, -2.7180, -3.2338], [-3.3286, 0.1205, -0.0975], [0.8820, 0.1632, 2.2951], [2.4508, 0.0895, 0.2827], [2.5762, 0.9310, -0.4200], [0.3228, -0.7283, 2.6107], [0.2688, 1.0414, 2.5437], [2.5979, -0.8248, -0.3134], [3.2492, 0.1497, 1.0680], [1.8250, 0.2133, 2.8941]],
  "forces_ev_per_angstrom": [[1.0965, -1.3397, -0.6427], [-1.1816, -3.5500, 3.3280], [-3.8165, 4.9064, 1.1003], [0.5892, 0.9891, 1.5678], [3.8814, 1.4217, -3.6819], [0.8068, -0.0873, 0.3346], [1.3486, 4.4385, -3.9858], [3.8211, -4.8604, -1.0621], [-4.4397, -1.7019, 4.5730], [-0.3450, -0.0617, 0.2910], [0.3034, 0.1086, -0.3402], [-0.0606, -0.2245, 0.0958], [-0.0530, 0.0986, -0.0188], [-0.0154, -0.1469, -0.0203], [-0.1052, 0.1230, 0.0391], [-1.1836, -0.0619, -0.5264], [-0.6462, -0.0516, -1.0516]],
  "mulliken_charge": [0.1157, -0.0340, -0.1688, -0.4610, -0.0341, 0.9920, 0.6120, 0.1714, 0.6408, -0.9745, -0.9894, 0.3546, 0.3546, 0.3384, 0.3687, 0.3561, 0.3575],
  "multiplicity": 2,
  "charge": 2,
  "e_tot_ev": -59126.908,
  "largest_force_ha_per_bohr": 0.1283,
  "lumo_energy_ev": [-10.023, -13.634],
  "s2": 0.76
}